A molecular structure, C28H25FMoN4O3, computed with ωB97M-V/def2-TZVPD.

Its spin multiplicity is 3. The HOMO-LUMO gap (alpha / beta) is 6.85 / 6.64 eV. As for the energy above the lowest of the compared OMol25 structures with the same formula, charge and spin: 0.0 kJ/mol. For the HOMO energy (alpha / beta), the calculation gives -13.57 / -13.66 eV. The expectation value of S² is 2.02. The value obtained for the total energy is -1694.3487 Eh. As for the LUMO energy (alpha / beta): -6.7242 / -7.0105 eV. The charge is +2.

CARTESIAN COORDINATES (ANGSTROEM)
C: -1.87 -1.34 0.26
H: -2.40 3.24 -1.79
C: 5.21 0.36 0.77
C: -5.41 -0.28 -0.52
H: 5.42 0.65 -0.25
H: -2.33 -3.44 -3.42
C: -1.79 0.81 -0.59
H: -0.36 5.49 -3.46
H: 2.08 -2.15 -0.30
C: 4.62 -0.42 3.37
H: -5.68 -1.12 -1.18
N: 0.40 1.75 -0.69
C: -0.90 5.38 -2.52
H: 0.80 -4.12 0.34
C: 3.89 0.20 1.16
H: 1.64 4.66 -1.79
H: 6.73 -0.46 3.69
C: 6.22 0.12 1.68
H: -1.03 -0.41 2.59
Mo: 1.06 -0.07 0.08
N: 1.08 -0.28 2.12
H: -6.77 0.96 -1.18
H: 2.32 2.53 -0.74
H: -2.60 6.12 -3.15
C: -1.65 -3.55 -2.59
C: 2.19 -0.30 2.89
H: -5.85 -0.48 0.46
H: -1.02 -5.76 -0.09
H: 2.42 -0.46 4.95
H: 4.41 -0.75 4.38
O: -5.81 0.96 -1.04
O: -2.29 5.32 -2.70
C: -0.02 -0.42 2.96
N: 1.80 -0.44 4.16
C: -3.91 -0.27 -0.37
O: 2.91 0.42 0.25
C: 0.11 -3.95 -0.47
H: 7.26 0.24 1.37
C: 5.93 -0.27 2.98
H: -0.60 6.21 -1.87
H: -0.52 -1.79 -3.00
C: 1.28 -1.80 -0.99
N: -1.15 -0.27 -0.10
C: -3.25 -1.37 0.14
H: -3.67 1.71 -1.14
C: 3.58 -0.18 2.47
C: -0.90 -4.87 -0.70
C: -0.91 1.94 -0.96
C: 0.42 -0.51 4.23
H: -1.33 -2.19 0.64
H: -0.11 -0.61 5.16
C: -1.77 -4.65 -1.75
C: 1.29 2.72 -0.98
C: -0.63 -2.65 -2.35
C: -1.36 3.10 -1.56
C: -0.45 4.10 -1.87
H: -3.78 -2.26 0.45
C: 0.90 3.90 -1.57
H: 1.82 -1.45 -1.89
C: 0.25 -2.83 -1.28
C: -3.16 0.84 -0.74
F: -2.75 -5.52 -1.98

Mulliken population analysis, charges in e, atoms 1 to 2: -0.704 0.693